Molecular formula: C40H86N2O14S7
Method: DFT, ωB97M-V/def2-TZVPD

Each line ends with the Mulliken charge.
Positions of all 149 atoms, in Å:
O: 11.216 -9.950 -19.322  -0.7063
S: 10.431 -9.518 -20.465  1.0128
O: 8.988 -9.369 -20.323  -0.4101
C: 11.262 -7.913 -20.964  -0.2632
C: 11.982 -8.166 -22.259  -0.6657
C: 12.247 -9.675 -22.433  -0.7207
C: 10.980 -10.389 -22.027  -0.8712
H: 12.027 -7.640 -20.242  0.1767
H: 10.395 -7.257 -20.947  0.1353
H: 11.553 -7.692 -23.144  0.3085
H: 12.964 -7.686 -22.234  0.3136
H: 13.029 -10.064 -21.770  0.2857
H: 12.617 -10.038 -23.392  0.4500
H: 10.953 -11.463 -21.857  0.5881
H: 10.177 -10.151 -22.731  0.3450
O: 4.187 -8.691 -19.517  -0.4369
S: 3.474 -9.183 -20.662  0.8804
O: 2.275 -8.476 -21.102  -0.7329
C: 4.703 -9.343 -22.031  -0.9568
C: 5.463 -10.597 -21.646  -0.3038
C: 4.698 -11.554 -20.767  0.3790
C: 3.314 -10.981 -20.442  -0.9130
H: 5.205 -8.381 -22.020  0.5055
H: 4.053 -9.512 -22.895  0.3049
H: 6.144 -11.011 -22.392  0.6729
H: 6.257 -10.106 -21.056  -0.2530
H: 5.262 -11.801 -19.872  -0.5086
H: 4.514 -12.524 -21.233  0.4282
H: 2.919 -11.208 -19.453  0.4857
H: 2.564 -11.331 -21.153  0.3435
O: 8.948 -3.620 -20.592  -0.5305
S: 9.832 -3.598 -21.763  0.9734
O: 10.536 -4.796 -22.124  -0.6393
C: 8.781 -2.737 -23.082  -0.9166
C: 8.974 -1.256 -22.714  -0.3743
C: 10.457 -1.042 -22.318  -0.7285
C: 10.991 -2.211 -21.515  -0.1573
H: 7.770 -3.120 -23.048  0.4567
H: 9.377 -2.894 -23.982  0.3819
H: 8.932 -0.747 -23.676  0.4023
H: 8.331 -0.991 -21.881  0.0945
H: 10.419 -0.164 -21.667  0.2080
H: 11.084 -0.772 -23.163  0.4971
H: 11.179 -2.122 -20.450  -0.2317
H: 11.909 -2.467 -22.046  0.5729
O: 5.602 0.187 -19.009  -0.6743
S: 6.730 0.583 -18.188  1.1428
O: 6.659 1.682 -17.273  -0.6833
C: 7.427 -0.840 -17.400  -0.5375
C: 8.954 -0.697 -17.546  -0.7830
C: 9.113 -0.274 -19.033  0.2742
C: 8.109 0.825 -19.348  -0.8514
H: 7.151 -1.725 -17.974  -0.1025
H: 7.026 -1.036 -16.407  0.7071
H: 9.233 0.127 -16.883  0.4378
H: 9.563 -1.560 -17.292  -0.0073
H: 8.777 -1.115 -19.655  -0.3436
H: 10.166 -0.227 -19.314  0.5495
H: 7.718 0.818 -20.360  0.4140
H: 8.519 1.810 -19.115  0.3491
O: 5.797 -11.705 -14.395  -0.7229
S: 4.755 -10.981 -15.107  1.2934
O: 3.601 -11.724 -15.567  -0.6878
C: 4.198 -9.600 -14.068  -0.9671
C: 4.146 -8.358 -14.937  -0.3761
C: 4.403 -8.778 -16.412  -0.5014
C: 5.406 -9.979 -16.424  0.2573
H: 4.952 -9.490 -13.289  0.3876
H: 3.306 -9.960 -13.560  0.4134
H: 3.158 -7.900 -14.927  0.4790
H: 4.904 -7.627 -14.659  -0.0278
H: 4.724 -7.990 -17.082  0.0616
H: 3.495 -9.273 -16.764  0.7207
H: 6.354 -9.656 -15.988  0.3025
H: 5.468 -10.546 -17.345  -0.4710
O: 16.281 -2.659 -18.531  -0.6750
S: 14.974 -2.744 -19.142  1.1593
O: 14.790 -2.239 -20.488  -0.6523
C: 14.278 -4.406 -18.882  -0.7870
C: 13.045 -4.226 -18.027  1.4440
C: 13.071 -2.899 -17.195  -0.6592
C: 13.766 -1.835 -18.056  -0.6428
H: 15.069 -4.962 -18.379  0.3955
H: 14.046 -4.940 -19.801  0.4281
H: 12.171 -4.126 -18.678  -0.8120
H: 12.837 -5.120 -17.446  -0.4536
H: 13.789 -3.090 -16.397  0.3580
H: 12.042 -2.673 -16.941  0.2590
H: 14.303 -1.039 -17.545  0.5296
H: 13.098 -1.311 -18.743  0.1218
O: 14.636 -6.270 -16.351  -0.4987
S: 14.466 -7.133 -15.219  0.9743
O: 14.978 -6.829 -13.886  -0.6707
C: 12.728 -7.646 -15.073  0.0720
C: 12.695 -9.198 -15.249  -0.5695
C: 14.118 -9.710 -14.935  -0.6278
C: 15.078 -8.782 -15.619  -0.7796
H: 12.295 -7.253 -15.991  -0.3864
H: 12.312 -7.248 -14.154  0.5147
H: 11.942 -9.655 -14.608  0.3725
H: 12.316 -9.423 -16.246  0.1024
H: 14.354 -10.757 -15.150  0.3780
H: 14.287 -9.773 -13.855  0.3208
H: 15.175 -8.861 -16.705  0.3254
H: 16.125 -8.801 -15.308  0.4384
C: 7.322 -7.885 -17.937  0.4743
C: 7.545 -7.253 -16.566  -0.9971
N: 7.478 -5.796 -16.538  0.3692
C: 8.244 -5.054 -17.500  -0.4408
C: 9.719 -5.455 -17.699  -0.3251
C: 6.106 -5.322 -16.428  0.5162
C: 5.993 -3.826 -16.224  -1.5555
H: 6.296 -7.775 -18.291  -0.0489
H: 7.399 -8.963 -17.735  -0.4854
H: 8.039 -7.716 -18.735  0.3895
H: 6.750 -7.636 -15.923  0.0805
H: 8.474 -7.588 -16.100  0.2385
H: 7.704 -5.216 -18.451  0.4329
H: 8.279 -3.977 -17.321  -0.0880
H: 10.197 -5.368 -16.721  0.4399
H: 9.761 -6.378 -18.273  -0.0940
H: 10.209 -4.693 -18.305  -0.1324
H: 5.674 -5.806 -15.549  0.0419
H: 5.461 -5.560 -17.289  0.0862
H: 5.080 -3.498 -15.728  0.4765
H: 6.138 -3.280 -17.154  0.2638
H: 6.774 -3.471 -15.539  0.3630
C: 6.666 -15.814 -21.416  -1.4231
C: 7.707 -14.683 -21.462  -0.4348
N: 7.956 -14.162 -20.118  0.6509
C: 9.022 -14.793 -19.309  -0.3824
C: 8.777 -16.232 -19.042  -1.2332
C: 8.132 -12.702 -20.083  -0.3639
C: 7.572 -12.173 -18.747  -1.2245
H: 7.200 -16.769 -21.371  0.3800
H: 6.055 -15.955 -22.313  0.3872
H: 6.015 -15.836 -20.547  0.3315
H: 8.633 -15.017 -21.954  0.3438
H: 7.326 -13.879 -22.093  0.3062
H: 10.003 -14.548 -19.759  0.3009
H: 9.063 -14.239 -18.373  0.2746
H: 8.857 -16.910 -19.885  0.2099
H: 9.333 -16.549 -18.157  0.4321
H: 7.744 -16.239 -18.675  0.3318
H: 7.765 -12.149 -20.949  0.0866
H: 9.214 -12.495 -20.185  0.1418
H: 8.233 -12.329 -17.900  0.6522
H: 6.573 -12.543 -18.527  0.2907
H: 7.455 -11.090 -18.885  0.0220

Calculated values
spin multiplicity: 1
maximum force: 3.53 eV/A
ΔE to the lowest compared entry with this formula, charge and spin: 10.5 kJ/mol
SMILES: O=S1(=O)CCCC1.O=S1(=O)CCCC1.O=S1(=O)CCCC1.O=S1(=O)CCCC1.O=S1(=O)CCCC1.O=S1(=O)CCCC1.O=S1(=O)CCCC1.CCN(CC)CC.CCN(CC)CC
lowest unoccupied orbital energy: -0.0008 Eh